A 8-piece molecular cluster, C39H79FN4O13PS overall, computed with wB97M-V/def2-TZVPD.

```
138
Properties=species:S:1:pos:R:3:forces:R:3:mulliken_charge:R:1
C -0.91716 4.68452 -2.50110 0.06 -0.19 -0.26 -1.535
C 0.28055 3.96436 -3.11080 -0.11 -0.51 0.60 1.014
C 0.06192 2.45075 -2.97607 -0.13 0.62 -0.76 -1.225
N 1.29760 1.67000 -2.98691 -0.38 0.31 0.70 -0.072
C 2.03021 1.45037 -1.78298 0.60 -0.22 -0.03 0.950
S 3.75912 1.97012 -2.17356 -0.10 0.30 0.54 1.002
O 4.70148 1.26257 -1.36779 0.19 -0.17 0.18 -0.704
O 3.85128 3.37353 -2.31168 0.00 0.10 -0.20 -0.293
F 3.87057 1.35624 -3.60239 0.07 -0.26 -0.31 -0.301
C 1.54945 2.14719 -0.49654 -0.11 0.41 0.99 0.584
C 2.58786 2.80428 0.42454 -0.41 -0.16 0.24 -1.763
C 2.68199 4.29834 0.17252 -0.77 1.74 -0.61 -0.340
O 1.94972 4.84921 -0.64875 1.14 -0.88 1.24 -0.464
N 3.60519 5.06211 0.92669 0.35 -1.49 -0.71 -0.089
C 4.53397 5.74598 -0.00020 0.05 0.62 0.57 -1.023
C 4.40069 4.29066 1.89081 -0.02 -0.24 -0.23 -1.046
C 0.72882 1.03313 0.14229 -0.12 -0.45 -0.39 -1.215
P -0.24596 1.40579 1.66804 -0.54 1.14 1.28 0.339
O -0.02792 2.78909 2.14440 0.40 0.22 -0.31 -0.687
N 1.51031 -0.26607 0.01963 0.26 0.53 -0.03 1.266
C 0.51072 -1.36269 0.12654 0.02 -0.92 -0.07 -1.916
C 1.03472 -2.78489 -0.03074 -0.17 0.13 0.24 -0.191
C -0.15170 -3.67511 0.28465 0.11 -0.14 -0.55 0.188
O -1.28108 -3.29107 0.20374 0.22 -0.13 0.35 -0.314
O 0.16463 -4.93422 0.69441 -0.54 0.07 -0.29 -0.416
C 2.66964 -0.44831 0.94902 0.22 0.19 0.94 -1.537
C 2.37577 -0.63773 2.44795 0.75 -0.10 0.43 0.124
C 2.61052 0.62368 3.28782 -0.43 -0.46 0.17 -1.424
C 3.32805 -1.72772 2.98956 -1.00 0.07 -0.24 -1.853
C 2.01041 -0.09842 -1.39679 -0.57 -0.49 -1.81 -1.385
N 3.04758 -0.99895 -1.80546 0.31 -0.20 0.93 -0.330
H -1.04049 5.67256 -2.92597 0.00 0.22 0.11 0.382
H -0.80709 4.75583 -1.42239 0.07 0.16 0.18 0.350
H -1.82706 4.11246 -2.68310 -0.20 0.07 -0.15 0.394
H 0.42102 4.22332 -4.15341 0.10 0.06 -0.18 0.509
H 1.17807 4.20262 -2.55043 0.11 0.32 -0.21 -0.624
H -0.58715 2.28354 -2.11285 0.11 -0.31 0.24 0.239
H -0.51803 2.13603 -3.83904 -0.10 -0.30 -0.04 0.722
H 1.29040 0.88800 -3.61929 0.01 -0.08 -0.04 0.428
H 0.81858 2.94723 -0.60990 0.10 0.12 -0.81 0.582
H 3.55241 2.31127 0.42901 0.28 0.22 -0.13 0.808
H 2.20701 2.69783 1.43591 -0.05 0.13 0.12 0.646
H 5.31664 6.18738 0.60740 0.09 0.16 0.10 0.437
H 4.04375 6.55427 -0.52384 -0.20 -0.07 -0.23 0.263
H 5.01948 5.04873 -0.68158 -0.13 -0.08 -0.21 0.321
H 5.05352 3.56840 1.38820 0.12 -0.07 -0.04 0.336
H 5.05144 4.94636 2.45406 -0.07 0.29 0.10 0.454
H 3.77827 3.74303 2.58955 -0.20 0.08 0.13 0.268
H -0.05420 0.89207 -0.60617 -0.24 -0.25 0.03 0.694
H 0.00456 0.47614 2.68056 -0.02 -0.42 -0.55 0.059
H -1.58841 1.22497 1.28293 0.19 -0.47 -0.24 0.180
H -0.26219 -1.22185 -0.61887 -0.02 0.33 -0.17 0.739
H 0.01027 -1.31226 1.08747 0.10 0.33 0.20 0.672
H 1.83282 -3.03647 0.65971 0.15 0.08 0.08 0.096
H 1.38837 -2.97861 -1.04008 0.09 -0.03 -0.14 0.465
H 0.78083 -5.33753 0.07339 0.43 0.00 0.13 0.359
H 3.33668 0.40033 0.84124 -0.07 0.18 -0.24 0.747
H 3.24100 -1.30554 0.62080 -0.23 -0.25 -0.41 1.240
H 1.38115 -1.01169 2.66941 -0.25 -0.01 -0.38 0.429
H 3.67669 0.79081 3.40787 0.15 0.31 -0.20 0.597
H 2.09353 1.50972 2.93414 0.12 0.14 -0.04 -0.018
H 2.21521 0.43076 4.28133 -0.03 0.05 0.19 0.412
H 2.97632 -1.99377 3.97977 0.28 0.01 0.32 0.497
H 3.22019 -2.62719 2.38684 0.32 -0.17 -0.07 0.392
H 4.35479 -1.38565 3.02216 0.23 -0.07 -0.03 0.405
H 1.15338 -0.43615 -1.97789 -0.24 0.13 -0.02 0.430
H 3.91660 -0.84686 -1.30628 0.06 0.19 -0.13 0.314
H 3.26420 -0.85674 -2.78359 -0.17 -0.15 -0.15 0.511
C 3.36752 6.70791 -3.53388 -0.20 -0.06 0.15 -0.563
C 2.25905 7.40098 -4.29206 0.08 -0.03 0.04 0.763
O 1.11505 7.35620 -3.90787 -0.13 -0.03 -0.01 -0.521
C 2.64682 8.14753 -5.54529 -0.23 0.03 0.02 -1.262
H 2.95327 6.21146 -2.65761 -0.03 0.00 -0.04 -0.181
H 3.84917 5.96376 -4.17060 0.11 0.07 -0.02 0.331
H 4.11295 7.43795 -3.21353 0.10 -0.02 -0.11 0.470
H 3.09907 7.46245 -6.26402 0.13 0.04 0.03 0.325
H 3.36308 8.93455 -5.30525 0.11 -0.07 -0.05 0.338
H 1.76135 8.59584 -5.98918 -0.01 0.00 0.01 0.332
C -3.26575 0.08161 5.41773 0.00 0.00 -0.22 -1.170
C -1.76920 0.02259 5.38256 -0.13 -0.07 0.07 0.930
O -1.14308 0.43075 4.42170 0.12 -0.05 -0.07 -0.539
C -1.07253 -0.55435 6.58344 0.20 0.04 -0.14 -1.195
H -3.63611 0.51973 4.49489 -0.02 0.05 0.03 0.258
H -3.67805 -0.92297 5.53020 0.06 -0.01 0.15 0.367
H -3.58932 0.70448 6.25128 -0.07 -0.07 0.04 0.366
H -1.39323 -1.58619 6.73383 -0.10 0.03 0.05 0.315
H -1.31706 0.03080 7.47067 -0.09 -0.08 0.04 0.385
H 0.00455 -0.53409 6.42946 0.00 0.01 0.00 0.223
C -3.45686 -4.37157 -1.65916 -0.09 0.12 -0.08 -0.708
C -3.91544 -4.32381 -3.09542 0.03 0.04 0.12 0.641
O -4.22096 -3.26764 -3.59757 -0.07 -0.03 -0.11 -0.542
C -3.94742 -5.62212 -3.86246 -0.12 0.21 -0.15 -1.172
H -3.48237 -3.36701 -1.24696 0.01 0.00 0.01 0.264
H -4.10186 -5.01941 -1.06341 0.10 -0.14 -0.04 0.379
H -2.43396 -4.74635 -1.61846 -0.04 -0.17 0.10 0.105
H -4.62939 -6.32468 -3.38207 0.11 -0.08 0.06 0.365
H -2.95050 -6.06463 -3.89327 -0.03 -0.10 0.11 0.315
H -4.28657 -5.43537 -4.87879 -0.01 0.01 0.00 0.314
C -1.76236 -7.78219 0.64460 -0.26 -0.04 -0.13 -0.478
C -1.88184 -8.94038 -0.32014 0.00 -0.03 0.02 0.638
O -2.79411 -9.00524 -1.10750 -0.03 0.04 -0.07 -0.544
C -0.81062 -10.00209 -0.25448 -0.15 -0.06 -0.15 -1.170
H -2.59372 -7.09776 0.48939 0.00 0.01 -0.01 0.227
H -1.78761 -8.14555 1.67343 0.16 0.01 0.01 0.377
H -0.83036 -7.24747 0.47084 0.09 -0.04 0.16 0.006
H -0.79656 -10.45921 0.73596 0.11 0.06 0.04 0.332
H 0.16759 -9.56244 -0.45685 0.04 -0.01 0.13 0.307
H -1.01536 -10.76925 -0.99674 -0.01 0.00 -0.01 0.328
C -3.47524 -5.60241 4.76525 0.04 0.16 0.18 -1.273
C -2.52611 -4.55316 4.24441 0.05 0.07 -0.01 0.586
O -2.13900 -3.64172 4.94120 0.02 0.09 0.03 -0.520
C -2.07726 -4.68580 2.81012 -0.13 -0.04 0.31 -0.078
H -3.71734 -5.39001 5.80346 0.00 0.00 0.01 0.335
H -4.39409 -5.60095 4.17707 0.04 -0.11 -0.07 0.353
H -3.01376 -6.58906 4.70155 -0.07 -0.03 -0.11 0.342
H -2.94590 -4.64496 2.15099 0.05 -0.14 -0.08 0.345
H -1.56199 -5.63664 2.67367 -0.12 -0.07 -0.11 0.184
H -1.40447 -3.88130 2.54711 -0.01 0.12 0.17 -0.330
C -3.15260 5.34131 6.27482 -0.12 -0.16 0.14 -1.186
C -3.37527 4.16464 5.35781 0.03 0.02 -0.06 0.751
O -3.96304 3.17402 5.72879 0.01 -0.04 0.04 -0.536
C -2.83003 4.27687 3.95533 -0.09 -0.17 0.03 -0.850
H -3.59112 5.13232 7.24760 -0.01 -0.01 0.00 0.329
H -2.08380 5.52359 6.39568 0.00 0.11 -0.09 0.322
H -3.62019 6.23381 5.85710 0.12 0.05 -0.04 0.341
H -1.74788 4.41263 3.97955 0.00 0.10 -0.05 0.257
H -3.28482 5.12729 3.44503 0.11 0.08 0.02 0.456
H -3.05756 3.36710 3.40438 0.00 -0.01 0.01 0.130
C -3.51564 -2.13725 -6.51628 0.09 0.28 0.12 -0.929
C -2.46484 -1.14077 -6.94069 -0.06 -0.07 -0.05 0.794
O -2.05107 -0.29187 -6.18266 0.10 0.01 0.07 -0.553
C -1.94390 -1.25257 -8.35371 0.12 0.20 0.10 -1.108
H -3.80638 -1.94902 -5.48932 -0.01 -0.03 0.04 0.225
H -4.39585 -2.05350 -7.15583 0.06 -0.12 -0.10 0.356
H -3.11536 -3.14996 -6.59046 -0.08 -0.03 -0.12 0.284
H -2.76137 -1.12287 -9.06388 -0.01 -0.14 -0.03 0.322
H -1.49152 -2.23324 -8.50874 -0.12 -0.05 -0.07 0.327
H -1.19562 -0.48301 -8.52914 -0.01 0.01 0.00 0.293
```
Forces are in eV/Å.

Summary:
E_HOMO (eV): -10.8
Net charge: +1